Record 1
Below is a structure of composition C5H13NOS in a non-equilibrium geometry, with properties calculated with ωB97M-V/def2-TZVPD.

ORCA input file:
```
! wB97M-V def2-TZVPD RIJCOSX def2/J DEFGRID3
* xyz 0 1
S -0.495 -1.166 0.110
O -0.790 -1.930 -1.101
N 1.245 0.311 0.705
C -2.241 -1.007 0.825
C 1.756 0.600 -1.772
C 0.026 2.013 -0.516
C 0.149 -2.372 1.431
C 1.361 1.165 -0.342
H 1.872 1.299 -2.561
H -0.526 1.590 0.297
H 0.223 3.148 -0.360
H -2.385 -1.856 1.598
H -0.455 1.752 -1.452
H -0.124 -3.419 1.005
H 1.140 -2.207 1.433
H -2.372 -0.008 1.252
H -2.917 -1.157 0.013
H 0.944 0.037 -2.164
H -0.281 -2.063 2.282
H 2.119 1.976 -0.098
H 2.710 0.157 -1.638
*
```

**LUMO level (spin up / spin down)**: -0.40 / -0.34 eV
**Orbital gap (spin up / spin down)**: 7.9 / 7.9 eV
**ΔE to the lowest compared entry with this formula, charge and spin**: 632.4 kJ/mol
**Strongest force on any atom**: 5.97 eV/A


Record 2
Below is a structure of composition C32H22F10FeN6O4, with properties calculated with ωB97M-V/def2-TZVPD.

ORCA input file:
```
! wB97M-V def2-TZVPD RIJCOSX def2/J DEFGRID3
* xyz -1 6
Fe -0.764 0.258 0.439
F 3.744 -2.595 2.967
F -4.399 0.093 -5.203
F -0.519 -2.306 -4.048
F -4.404 1.315 -2.892
F -2.485 -1.745 -5.885
F 2.416 -4.742 3.968
F -0.481 -1.120 -1.675
F -1.481 -2.240 4.427
F 2.493 -0.244 2.727
F -0.171 -4.516 4.713
O 0.006 2.080 0.844
O -1.650 -1.568 0.980
O -0.598 -3.354 1.405
O 1.666 3.550 0.525
N 0.346 1.659 -2.432
N -2.490 1.109 1.811
N -1.644 -2.841 1.034
N -0.096 0.087 3.236
N 1.563 0.073 0.053
N -2.282 0.729 -0.890
C -3.407 0.414 -3.094
C 0.472 -3.449 4.237
C 3.771 -0.831 -0.410
C 3.999 -3.189 -0.865
C -0.186 -2.247 4.102
C -3.424 -0.212 -4.329
C 0.423 3.884 -3.300
C -2.464 -1.135 -4.684
C 2.131 2.324 -3.878
C -3.282 1.686 -0.451
C 4.569 -1.957 -0.720
C 2.376 -0.987 -0.260
C 1.801 -1.284 3.175
C -1.263 0.597 3.915
C 3.501 1.497 0.072
C 1.593 3.598 -3.982
C 1.811 -2.270 -0.418
C -3.590 0.184 2.070
C 1.198 2.418 0.554
C 2.606 -3.343 -0.706
C 0.441 -1.105 3.542
C 4.322 0.460 -0.233
C 2.116 1.250 0.211
C 2.460 -2.482 3.312
C -1.949 1.648 3.060
C 1.469 1.393 -3.092
C -1.473 -0.787 -2.532
C -2.422 0.170 -2.105
C -1.477 -1.415 -3.752
C -0.161 2.881 -2.539
C -2.911 2.203 0.933
C 1.791 -3.575 3.839
H -1.067 3.062 -1.969
H -2.756 2.103 3.659
H 3.048 2.054 -4.386
H -3.980 -0.196 1.130
H -3.241 -0.680 2.625
H -1.962 -0.159 4.264
H -4.290 1.253 -0.431
H 5.392 0.600 -0.343
H -4.394 0.688 2.629
H -2.060 2.875 0.847
H 2.084 4.358 -4.578
H -1.230 2.423 2.801
H 3.845 2.511 0.210
H -0.029 4.866 -3.342
H -0.884 1.108 4.813
H -3.752 2.761 1.376
H 0.752 -2.399 -0.264
H 2.155 -4.322 -0.805
H 5.639 -1.822 -0.829
H -3.355 2.562 -1.109
H 4.614 -4.050 -1.095
H 1.859 0.385 -2.980
*
```

**LUMO level (spin up / spin down)**: 2.38 / 0.78 eV
**Orbital gap (spin up / spin down)**: 6.7 / 5.2 eV
**Strongest force on any atom**: 0.43 eV/A


Among the records above, which one has the lowest strongest force on any atom?
C32H22F10FeN6O4


Which formula does entry 2 have?
C32H22F10FeN6O4


Number 2 is which compound?
C32H22F10FeN6O4